--- w ---
Below is 2 unconnected molecules or ions with the total composition C14H12N2O2S, with properties calculated with wB97M-V/def2-TZVPD.

Last column: Mulliken charge in e.
Cartesian coordinates (Å):
H (0.69086, -0.78116, -2.10895)  0.345
C (0.64623, 2.82514, 0.31760)  -0.543
O (4.94264, -3.56794, 1.98463)  -0.509
C (-5.15080, -0.86036, 0.02245)  -0.410
C (-0.60862, 0.98381, -1.27093)  -0.028
C (0.69827, 0.14788, -1.45324)  -0.544
O (3.20380, -0.10670, -0.83382)  -0.287
C (1.96715, 0.64497, -0.71466)  0.439
H (-3.62803, -1.74334, -1.55419)  0.328
C (-3.42761, 1.65352, -0.17179)  0.435
C (-5.52952, 0.38674, 0.90055)  -0.374
C (5.76744, -3.55156, 0.83367)  -0.507
H (-4.82163, 2.61577, 1.38491)  0.275
S (-2.29373, 3.13694, -0.31325)  -0.214
H (-5.84565, -1.76947, 0.12616)  0.298
N (4.29816, -0.13464, 1.53555)  -0.461
H (0.60656, 3.76559, 0.96129)  0.343
C (-3.91149, -0.83422, -0.93374)  -0.383
H (6.28678, -4.50724, 0.75725)  0.253
C (-4.64529, 1.65053, 0.78025)  -0.403
H (4.49410, -2.71021, 2.02260)  0.288
H (5.14773, -3.40282, -0.05494)  0.205
H (2.87214, 2.32892, 0.70605)  0.290
C (-3.00185, 0.43126, -1.07396)  0.105
C (-0.62157, 2.30113, -0.40298)  0.355
H (-2.04934, 1.28876, -2.64140)  0.386
C (3.70410, -0.32942, 0.47823)  0.466
N (-1.82878, 0.52169, -1.96795)  -0.421
H (6.50094, -2.74557, 0.91807)  0.251
H (-6.40593, 0.40733, 1.62393)  0.318
C (1.94294, 1.95467, 0.14257)  -0.295

Calculated values
SMILES: N#COc1ccc2c(c1)Nc1ccccc1S2.CO
HOMO energy: -8.59 eV
frontier orbital gap: 8.30 eV
spin multiplicity: 1



--- x ---
Below is C14H12N2O2S in the gas phase, with properties calculated with wB97M-V/def2-TZVPD.

Last column: Mulliken charge in e.
Cartesian coordinates (Å):
H (-0.22838, 2.96912, 1.87358)  0.272
O (-1.37880, 1.09583, -2.33367)  -0.326
N (-0.30118, -1.24130, -0.42760)  -0.264
C (0.56955, 0.40373, -3.14787)  -0.402
N (-0.69562, -2.33504, -2.46173)  -0.214
H (1.07629, 0.36321, 4.98680)  0.423
H (1.58399, 2.36088, -2.80876)  0.458
C (0.31036, -0.37820, 1.76318)  0.508
C (-1.45266, -1.23882, -3.03677)  -0.819
H (1.13222, -3.19827, 1.85711)  0.398
H (-1.59539, -1.46528, -4.09748)  0.396
H (-0.33709, 1.05246, 0.32024)  0.411
H (0.25178, 3.62911, 3.99752)  0.273
H (-0.87715, 3.04383, -1.85784)  0.498
C (0.70409, 1.75435, -2.74557)  -0.357
H (1.32609, -0.22209, -3.57404)  0.510
H (0.96678, -1.54978, 3.44135)  0.271
H (-2.43532, -1.12924, -2.55800)  0.272
C (-0.29013, -2.28141, -1.17295)  0.370
C (0.77074, 0.50000, 3.96155)  -0.692
C (0.43511, 1.78063, 3.53046)  0.913
O (0.51144, 2.80392, 4.42474)  -0.558
H (-0.84206, -3.25278, -2.84979)  0.283
C (0.23916, -1.47595, 0.81025)  -0.301
C (0.03442, 1.97530, 2.21351)  -0.363
C (-0.51219, 2.11982, -2.26064)  -0.632
C (0.70857, -0.56384, 3.08764)  -0.600
C (-0.71887, 0.05222, -2.87061)  0.436
S (0.40290, -3.72408, -0.40763)  -0.250
C (-0.02763, 0.90730, 1.34250)  -0.403
C (0.66898, -2.75564, 1.00055)  -0.507

Calculated values
SMILES: Oc1ccc(-c2csc(NCc3ccco3)n2)cc1
HOMO energy: -7.46 eV
frontier orbital gap: 8.01 eV
spin multiplicity: 1



The energy of each structure relative to the most stable one, in hartree, is as follows: w 0.3650; x 0.0000.



--- w ---
Below is 14 unconnected molecules or ions with the total composition C8H24B2O28, with properties calculated with wB97M-V/def2-TZVPD.

Last column: Mulliken charge in e.
Cartesian coordinates (Å):
C (-2.31425, 0.40088, 3.22714)  0.305
O (-3.13616, 4.31125, 0.56268)  -0.632
O (-1.10797, 2.68673, -1.05621)  -0.825
H (-2.76255, 4.53443, 1.41823)  0.310
H (2.13758, -3.81590, 2.78738)  0.296
O (2.00729, -4.42383, 3.52702)  -0.615
O (-6.67608, -1.46327, 0.37566)  -0.619
H (3.13713, 1.92882, 0.88957)  0.431
O (0.02531, 3.18989, -5.91499)  -0.640
H (2.32298, -2.27114, 5.82967)  0.298
O (-0.81604, 0.62472, -0.18332)  0.447
H (-1.20642, -2.39463, -3.51125)  0.301
O (4.72003, -2.21960, 2.17740)  -0.667
O (-5.13866, -0.24244, 1.48715)  -0.623
H (-1.11873, 3.87985, -2.53885)  0.391
H (4.36529, 2.75915, 0.53001)  0.248
O (1.32076, -0.29937, 0.55751)  -0.406
H (0.86826, 3.37893, -5.49215)  0.286
O (3.52226, 2.47512, 0.17090)  -0.615
H (-0.32276, -4.85102, -0.47135)  0.368
H (0.04655, 4.35774, -3.41312)  0.348
O (2.21392, -0.15398, -4.72442)  -0.730
C (-5.54846, -1.16963, 0.62670)  0.386
O (-3.10527, -0.54642, 2.77074)  -0.598
H (-1.71676, -1.86937, -2.17428)  0.327
O (0.82967, 1.70040, -3.04513)  -0.598
C (0.40931, 1.07781, -2.10303)  0.470
C (0.28447, -2.31704, 0.84301)  0.256
O (3.60647, 1.05072, 2.55403)  -0.714
H (1.68359, -5.23271, 3.11849)  0.296
H (1.66154, 0.23249, -4.01246)  0.352
C (1.25063, -1.24162, 1.45431)  0.727
H (0.81439, -5.86435, -0.42029)  0.295
O (-0.92392, 4.32989, -3.38562)  -0.708
O (-3.29968, 1.27583, 1.32500)  -0.596
O (-1.92248, -1.88551, -3.11800)  -0.667
H (1.30143, -2.53380, 4.73139)  0.329
O (0.05010, -3.42457, 1.24870)  -0.669
H (-2.41340, 3.85306, 0.10701)  0.394
O (2.01399, -1.39645, 2.37662)  -0.755
O (1.92673, 4.13929, -3.37481)  -0.620
H (5.07375, -2.70199, 2.93172)  0.299
B (-3.70472, -0.14784, 1.48198)  1.415
O (-0.22081, -1.79400, -0.25234)  -0.206
O (-2.01975, 2.69893, 2.51224)  -0.652
O (1.38021, -2.23179, 5.64632)  -0.646
C (-2.50783, 1.61998, 2.30580)  0.983
O (-0.03309, -5.69910, -0.84263)  -0.664
C (-0.60970, 1.59854, -1.05468)  0.455
C (-4.28880, -1.72493, -0.05908)  0.525
O (-1.55511, 0.26205, 4.14734)  -0.679
O (0.73393, -0.14904, -1.76365)  -0.500
O (-3.26114, -1.01389, 0.37234)  -0.137
H (-0.63037, 3.57346, -5.30962)  0.396
O (-4.29550, -2.55190, -0.92316)  -0.626
H (1.58940, -0.61859, -5.28903)  0.266
H (3.66619, 0.10693, 2.34301)  0.366
H (2.16021, 3.20263, -3.28237)  0.330
H (2.73667, 4.57823, -3.65399)  0.267
H (2.81366, 1.12197, 3.10091)  0.323
B (0.22518, -0.38246, -0.42204)  0.528
H (3.75758, -2.31756, 2.25386)  0.388

Calculated values
HOMO energy: -5.07 eV
frontier orbital gap: 8.81 eV
spin multiplicity: 1
total charge: -2



--- x ---
Below is a molecular structure, C8H24B2O28, with properties calculated with wB97M-V/def2-TZVPD.

Last column: Mulliken charge in e.
Cartesian coordinates (Å):
O (-0.92002, -0.24281, 2.91619)  -0.365
H (-2.79443, -0.81399, -6.02468)  0.296
O (3.16720, -3.02315, -1.07290)  -0.649
H (-5.41695, 1.66583, -2.65906)  0.362
O (-1.15783, 0.58629, -0.25520)  -0.526
H (-4.10206, 1.21963, -2.41568)  0.378
O (-2.59174, -1.31345, 1.50956)  -0.474
O (-0.13416, 3.97879, -3.51797)  -0.574
O (-3.73463, 3.44802, -1.02809)  -0.659
C (-1.30135, -3.11754, 1.45305)  0.137
H (5.31593, 2.27800, 0.57578)  0.306
O (-2.18584, -1.29947, -5.43292)  -0.627
O (-4.53205, 1.61345, -3.17956)  -0.699
H (2.26203, 3.40702, 1.59867)  0.368
H (-4.17885, 3.14008, -0.11633)  0.310
O (-5.67312, -1.25685, -0.87942)  -0.615
H (0.46495, 4.52192, -3.99117)  0.267
O (2.26255, -1.15093, 1.78825)  -1.140
H (0.20486, -0.55681, -4.80746)  0.298
O (2.65612, 1.64261, 1.77700)  -1.090
H (0.07473, 3.11951, -3.63750)  0.323
H (-1.93283, -0.66474, -4.79097)  0.415
B (-1.64027, -1.41945, 2.68461)  1.537
H (4.75928, -1.68415, -0.63601)  0.233
O (-2.54494, -2.37920, -0.27985)  -0.580
O (4.51053, -2.31247, 2.42949)  -0.785
C (-1.72941, 0.62527, -1.34166)  0.021
H (2.52346, 4.79317, 0.78769)  0.296
H (2.22729, -1.14381, 3.55001)  0.540
H (4.06486, -3.19886, 2.28615)  0.328
H (0.31842, -1.71348, -4.21781)  0.358
C (1.81628, 1.07588, 1.05588)  0.790
O (-1.96168, -0.70925, 5.97532)  -0.679
H (-5.82140, -1.34932, -0.04633)  0.265
H (-4.86135, -0.79786, -0.88802)  0.338
O (4.91394, -1.04825, -0.03614)  -0.636
H (2.48230, -0.72909, 5.03627)  0.308
C (-2.25522, -2.31228, 0.86168)  0.879
C (1.67552, -0.27381, 1.00541)  0.299
C (-1.05998, 0.21890, 4.08401)  0.382
O (0.92731, -0.59121, 0.01726)  -0.046
O (-0.70458, -4.10655, 0.83623)  -0.726
H (2.25779, -2.70059, -1.27763)  0.312
H (3.62183, -3.00521, -1.96913)  0.326
C (-2.01622, -0.66210, 4.76183)  0.445
O (0.86852, 1.66994, 0.36315)  -0.403
O (-2.32612, -1.61597, 4.08355)  -0.587
O (-0.95997, 0.67970, -3.61282)  -0.854
O (0.40933, 0.82595, -1.89515)  -0.615
H (4.39522, 2.19599, 1.63801)  0.543
H (4.74000, -1.44192, 0.84046)  0.353
H (-3.94579, 3.08769, -1.87010)  0.382
O (0.86127, -1.21901, -4.86360)  -0.648
B (0.24376, 0.62898, -0.35364)  1.552
O (5.27799, 2.53572, 1.52990)  -0.667
C (-0.73745, 0.84372, -2.41837)  0.846
O (2.19886, -1.45617, 4.46638)  -0.626
O (2.22895, 4.42865, 1.73860)  -0.720
H (3.66030, -1.80314, 2.26376)  0.681
O (-0.80249, -2.52531, 2.48253)  -0.447
O (-2.95524, 0.45861, -1.46062)  -0.578
O (-0.41340, 0.94889, 4.57912)  -0.462

Calculated values
HOMO energy: -5.09 eV
frontier orbital gap: 8.09 eV
spin multiplicity: 1
total charge: -2



--- y ---
Below is 14 unconnected molecules or ions with the total composition C8H24B2O28, with properties calculated with wB97M-V/def2-TZVPD.

Last column: Mulliken charge in e.
Cartesian coordinates (Å):
C (4.32573, 1.75709, 2.46566)  0.536
C (3.39015, 2.15519, 3.63076)  0.664
O (3.85316, 2.31396, 1.34587)  -0.425
H (4.00606, -5.14016, -4.44072)  0.323
O (1.55263, 3.17305, 1.03561)  -0.380
O (4.21557, -5.82929, -3.81029)  -0.650
C (1.27946, 4.28905, 0.32773)  0.595
O (2.25912, 3.21052, -6.93570)  -0.648
O (-2.53884, 3.29859, 6.45852)  -0.654
H (3.80286, -5.54275, -2.99555)  0.330
C (2.39389, 5.31828, 0.56469)  0.574
H (-4.92317, -1.62946, 6.72205)  0.329
H (-3.02391, -0.17109, -7.32837)  0.309
O (-3.61223, 0.08282, -6.61728)  -0.641
O (0.71082, -2.33569, -1.13868)  -0.472
O (-1.38933, -2.42708, 0.05346)  -0.544
O (3.49924, 1.74041, 4.79187)  -0.660
O (1.58305, -2.16819, -3.26531)  -0.667
O (-5.12807, -1.64334, 7.65695)  -0.652
O (0.27560, 4.54484, -0.34866)  -0.662
O (2.57736, 3.08367, 3.19477)  -0.465
H (-4.31134, 1.81470, 0.36607)  0.322
H (-1.52933, 3.32057, -4.65604)  0.313
H (3.86820, -0.89392, -7.91586)  0.318
H (5.57445, -0.45306, -0.74730)  0.335
O (-2.60684, -2.83496, 1.98461)  -0.686
H (1.23187, -3.65635, 5.90913)  0.331
H (-2.27750, 2.66900, 5.78655)  0.334
C (0.86953, -1.79832, -2.34317)  0.633
H (1.48059, 3.02233, -6.41158)  0.319
H (5.11082, -1.88711, -0.89032)  0.309
O (-5.73717, -0.76095, -0.12266)  -0.602
B (-0.24583, -1.59048, -0.33650)  1.068
O (-0.30207, -1.26125, 3.13175)  -0.691
H (-6.97697, -7.08291, 4.52041)  0.316
O (5.27469, 0.94251, 2.64791)  -0.641
H (-1.84744, 3.96049, 6.44913)  0.320
B (2.85201, 3.30569, 1.73943)  1.025
H (-6.46195, -5.70377, 4.87346)  0.329
H (-5.26545, -1.44825, -0.59311)  0.319
H (1.40199, -5.13457, 6.18814)  0.308
O (4.25623, -0.04354, -8.12201)  -0.617
O (1.89892, -4.32806, 6.05089)  -0.639
H (2.61887, 2.34947, -7.14878)  0.323
H (-2.89123, 2.32952, 0.46672)  0.327
O (2.48289, 6.41059, -0.02173)  -0.632
C (-0.04726, -0.55249, -2.39779)  0.641
O (-3.79933, 2.57355, 0.64574)  -0.654
O (5.66647, -1.22642, -1.30380)  -0.643
H (4.74169, -0.19164, -8.93357)  0.307
H (-1.65574, 4.67712, -3.99595)  0.332
H (-6.43632, -1.22308, 0.33977)  0.298
O (-1.97554, 4.16347, -4.73766)  -0.644
H (-3.03602, 0.45856, -5.95167)  0.333
O (-6.92741, -6.45501, 5.24119)  -0.644
O (0.25044, -1.10856, 0.92871)  -0.403
H (-4.60023, -0.93670, 8.02884)  0.323
O (-0.18151, 0.13638, -3.46623)  -0.734
C (-0.51027, -1.51523, 1.93283)  0.684
O (-0.65841, -0.45784, -1.23205)  -0.368
O (3.23947, 4.70139, 1.40558)  -0.536
C (-1.64713, -2.37126, 1.32351)  0.528

Calculated values
HOMO energy: -5.65 eV
frontier orbital gap: 8.94 eV
spin multiplicity: 1
total charge: -2



The energy of each structure relative to the most stable one, in hartree, is as follows: w 0.0000; x 0.2892; y 0.0908.